No. 1
ORCA calculation (ωB97M-V with the def2-TZVPD basis set) on a structure of composition C19H26LiN2P.

```
49
Properties=species:S:1:pos:R:3:forces:R:3
Li 1.358699 -0.139167 0.417318 -0.190 -0.135 -0.246
C -0.233467 0.355696 4.641499 0.444 0.417 -0.187
C 0.073261 0.707396 3.141927 -1.053 -0.863 -0.530
N 1.132362 -0.198767 2.584144 0.545 0.396 1.087
C 2.392687 0.045843 3.379070 -0.565 1.104 -0.726
C 2.144735 -0.147907 4.894941 -0.277 0.241 -0.248
N 0.752336 -0.702960 5.113044 -0.001 1.290 0.781
C 0.560129 -1.944002 4.331340 0.100 -1.309 -0.457
C 0.611077 -1.560439 2.839873 0.955 -0.725 -0.392
H -1.204604 -0.057433 4.872733 -0.417 0.046 -0.410
H -0.099695 1.262302 5.250653 0.064 -0.504 0.007
H 0.268386 1.774916 3.029273 0.538 -0.223 0.029
H -0.803670 0.506888 2.492595 0.188 0.226 0.629
H 2.687585 1.094180 3.132254 -0.248 -0.674 0.568
H 3.215449 -0.539488 2.999046 0.042 -0.619 0.021
H 2.212459 0.800812 5.420206 -0.121 -0.010 0.118
H 2.818128 -0.835837 5.354679 0.602 -0.482 0.179
H 0.569011 -0.801140 6.144138 0.429 -0.308 -1.166
H -0.407613 -2.422457 4.555329 0.409 0.373 0.218
H 1.366811 -2.713481 4.489078 -0.702 1.099 0.555
H -0.358123 -1.566257 2.381296 -0.582 -0.365 -0.159
H 1.239365 -2.356954 2.381227 -0.371 0.815 -0.173
C 1.578818 1.295235 -2.309726 -0.753 0.031 1.274
P 0.511557 -0.261051 -2.075692 1.281 -0.185 -0.372
C -1.076535 0.360453 -1.580124 -2.152 0.370 1.196
C -1.200885 1.436888 -0.687825 -0.161 -0.680 -1.220
C -2.452683 1.989259 -0.429866 1.038 0.101 0.777
C -3.617231 1.407388 -0.861141 0.139 -0.376 -0.162
C -3.533471 0.178675 -1.536799 -0.365 0.048 -0.034
C -2.301079 -0.297728 -1.924239 1.591 0.120 0.046
C 0.185324 -0.614278 -3.843274 -0.847 1.091 -0.404
C -0.540837 0.409828 -4.498265 0.717 -0.523 -0.697
C -0.630573 0.432924 -5.895250 -0.045 0.368 1.032
C -0.081172 -0.594369 -6.650424 0.218 0.445 -0.154
C 0.508773 -1.660739 -6.005156 0.486 -0.199 0.075
C 0.678606 -1.636401 -4.621757 0.296 -1.048 0.381
H 2.439091 1.384202 -1.617873 -0.372 -0.201 -0.200
H 0.971116 2.219673 -2.203889 0.402 -0.557 -0.466
H 1.971036 1.136394 -3.292974 0.301 0.390 -0.600
H -0.323389 1.938301 -0.323206 0.373 0.388 0.132
H -2.400919 2.869497 0.189364 -0.619 0.340 -0.030
H -4.531688 1.934628 -0.665368 -0.461 -0.253 0.049
H -4.412196 -0.431739 -1.778593 0.251 0.577 0.005
H -2.198787 -1.193054 -2.522761 -0.319 -0.075 -0.068
H -0.918625 1.232662 -3.922191 -0.264 0.299 0.021
H -1.071670 1.314769 -6.347450 -0.041 -0.223 -0.151
H 0.001941 -0.474150 -7.726833 -0.361 -0.313 0.095
H 0.941162 -2.482518 -6.572912 -0.120 0.184 0.115
H 1.209026 -2.456476 -4.141434 -0.002 0.090 -0.137
```
Forces are in eV/Å.

Calculated values
total charge	+2
orbital gap	7.479	eV

natural (NBO) population analysis, charges in e, atoms 1 to 2:
1 Li 0.918
2 C -0.249


No. 2
ORCA calculation (ωB97M-V with the def2-TZVPD basis set) on a structure of composition C4H6MgO5Ru.

```
17
Properties=species:S:1:pos:R:3:forces:R:3
O -1.387112 -1.050415 -1.789258 0.229 -0.469 -0.753
C -0.085964 -1.495456 -1.989057 0.901 -0.571 -0.445
C 0.918850 -0.687351 -1.168597 0.540 0.219 -0.386
O 0.379060 -0.633212 0.153887 2.586 -0.724 0.120
C 1.008794 0.205751 1.112163 -1.847 0.598 1.455
Ru -1.625741 -0.353562 -0.038226 -3.375 -0.185 -0.512
H 0.225901 -1.420043 -3.048132 -0.224 0.003 0.268
H 0.021587 -2.561832 -1.701732 -0.124 0.313 -0.087
H 1.005678 0.342009 -1.555881 -0.031 -0.222 0.093
H 1.913870 -1.156277 -1.138345 -0.239 0.083 -0.099
H 1.075972 1.236475 0.727377 0.163 -0.276 0.088
H 1.976278 -0.226190 1.397821 -0.436 0.191 0.265
O 0.020324 0.191291 2.253810 1.752 -0.409 -1.299
C -1.004722 1.162879 2.275779 1.298 0.487 1.318
O -1.957185 0.952860 1.324787 -1.290 1.275 -0.077
O -0.646567 2.408924 2.384429 -0.308 0.338 -1.023
Mg -1.839024 3.084149 0.799174 0.404 -0.650 1.073
```
Forces are in eV/Å.

Calculated values
multiplicity	7
total charge	0
orbital gap (spin up / spin down)	6.022 / 7.801	eV

natural (NBO) population analysis, charges in e, atoms 1 to 2:
1 O -0.785
2 C -0.090


No. 3
ORCA calculation (ωB97M-V with the def2-TZVPD basis set) on a structure of composition C4H18BO7Y.

```
31
Properties=species:S:1:pos:R:3:forces:R:3
Y 9.703222 2.158181 -28.982643 -1.064 -5.067 -2.620
B 11.420936 3.852365 -28.418245 0.968 0.701 0.267
H 11.520922 3.111856 -27.639853 0.271 -2.709 3.129
H 12.354594 4.393192 -28.424789 3.345 2.349 -0.097
H 11.407897 3.235874 -29.303687 0.338 -1.347 -3.773
H 10.557989 4.465822 -28.210318 -3.452 2.319 0.362
O 7.599703 1.098416 -29.658825 0.817 0.436 1.737
C 7.157455 0.117625 -28.684440 1.373 1.502 -1.916
C 6.589060 -1.175633 -29.369684 -0.335 0.428 -2.283
O 5.835614 -0.976933 -30.519072 -0.693 0.265 1.171
H 6.556099 0.630651 -27.933927 -1.580 -0.011 0.190
H 8.048624 -0.008434 -28.069616 0.629 -1.457 0.463
H 6.114041 -1.854850 -28.661779 -0.660 -0.069 1.213
H 7.377432 -1.819160 -29.760142 1.509 0.040 0.550
O 10.290013 1.180513 -31.048826 1.152 0.033 0.710
C 11.150527 0.058339 -31.043897 -1.268 1.418 2.810
C 11.707225 -0.198285 -29.488286 0.370 0.677 -0.432
O 11.071456 0.267082 -28.272529 -1.110 0.549 -2.344
H 12.020935 0.180922 -31.688466 0.739 0.328 -0.043
H 10.677331 -0.833515 -31.454719 -0.597 -0.388 0.256
H 12.680529 0.292210 -29.474103 0.521 0.343 -0.294
H 11.982430 -1.252929 -29.479127 -0.322 -0.694 0.431
O 9.343537 3.825938 -30.659334 -0.448 1.083 -0.208
H 8.608490 3.880815 -31.270009 -0.399 -0.607 -0.095
H 10.085066 4.189853 -31.143010 0.503 -0.263 0.091
O 9.406746 2.074504 -26.633538 -0.290 -0.087 0.918
H 9.567587 1.225137 -26.222531 0.345 -0.684 -0.258
H 8.900000 2.562933 -25.984786 -0.071 0.262 -0.074
O 8.003016 3.646900 -28.258010 -0.544 0.956 0.540
H 7.368334 3.468963 -27.563925 -0.321 -0.548 -0.116
H 7.874999 4.571742 -28.468957 0.270 0.242 -0.285
```
Forces are in eV/Å.

Calculated values
total charge	-2
orbital gap	2.710	eV

natural (NBO) population analysis, charges in e, atoms 1 to 2:
1 Y 1.995
2 B -0.823


No. 4
ORCA calculation (ωB97M-V with the def2-TZVPD basis set) on a structure of composition C19H19N4OsSe3Te2.

```
48
Properties=species:S:1:pos:R:3:forces:R:3
Os -0.733788 0.761421 -0.399396 -1.691 -0.337 0.265
C -2.730788 -0.382879 4.708704 -0.003 0.032 -0.106
C -3.312987 -0.708679 3.491304 0.014 -0.021 0.248
C -2.551787 -0.758379 2.340404 0.542 -0.076 -0.326
C -1.184588 -0.456379 2.374004 -0.971 -0.098 1.475
C -0.606287 -0.137179 3.615204 -0.088 0.105 -0.535
C -1.373188 -0.096879 4.760204 -0.084 -0.069 0.126
N -0.414687 -0.419879 1.217304 0.096 0.776 -1.126
C 0.861913 -0.905079 1.254204 1.020 -0.118 -0.441
C 1.345112 -1.866179 2.158604 -0.008 -0.017 -0.079
C 2.655713 -2.282679 2.085704 -0.252 0.130 0.022
C 3.521813 -1.780379 1.110504 0.067 0.177 -0.228
C 3.080213 -0.856279 0.190404 -0.036 -0.017 0.039
C 1.754812 -0.415879 0.253604 0.194 -0.963 1.088
N 1.179413 0.537621 -0.536296 0.732 1.120 -0.791
N 1.871012 1.238721 -1.378596 1.114 -0.846 0.464
C 1.163413 2.229621 -1.947796 -0.651 0.356 -0.208
C 1.784312 3.129221 -2.829496 -0.156 -0.129 0.139
C 1.066413 4.191621 -3.315796 -0.155 -0.130 0.119
C -0.265987 4.349521 -2.916596 0.121 -0.253 0.180
C -0.827987 3.414621 -2.076396 -0.667 0.601 -0.206
N -0.162087 2.349821 -1.606896 0.784 -0.270 0.051
H -3.328188 -0.350679 5.607404 -0.040 0.012 0.043
H -4.366288 -0.936679 3.440004 -0.102 -0.048 0.002
H -2.998087 -1.060379 1.402804 -0.049 0.070 -0.055
H 0.444413 0.111121 3.654304 0.054 0.056 0.057
H -0.903888 0.163421 5.698604 -0.018 0.014 0.044
H 0.674013 -2.280779 2.894604 0.001 -0.016 0.082
H 3.021013 -3.002979 2.801604 0.012 -0.105 0.027
H 4.544112 -2.117479 1.085104 0.148 -0.046 -0.048
H 3.728212 -0.458279 -0.572996 0.108 0.057 -0.075
H 2.817113 2.962321 -3.081996 0.144 -0.016 0.002
H 1.524512 4.903321 -3.982696 0.069 0.079 -0.083
H -0.850087 5.194121 -3.248296 -0.071 -0.016 0.007
H -1.858488 3.516621 -1.747596 0.171 -0.084 -0.065
Se -0.763687 0.584021 -4.437896 -0.180 0.255 -0.257
Se -2.757888 1.600921 -4.379496 0.115 -0.021 0.169
Te -4.191987 0.780721 -2.418696 -0.120 -0.226 -0.384
Se -3.073687 1.385821 -0.273396 0.182 0.093 0.290
C -0.576387 -3.159979 -0.580696 -0.012 0.204 -0.024
Te -0.920487 -1.537279 -1.971096 0.170 -0.624 0.220
C 1.070513 -1.757179 -2.748796 -0.188 0.156 -0.078
H -0.468087 -4.088179 -1.139196 -0.056 0.121 -0.164
H -1.418787 -3.248679 0.098104 -0.110 0.084 0.022
H 0.331813 -2.977379 -0.010796 -0.026 0.056 -0.060
H 1.671112 -2.303979 -2.027496 -0.046 0.010 0.063
H 1.487912 -0.768879 -2.918196 0.073 0.056 0.059
H 1.041313 -2.289079 -3.696096 -0.151 -0.071 0.033
```
Forces are in eV/Å.

Calculated values
multiplicity	5
total charge	+1
orbital gap (spin up / spin down)	5.669 / 5.495	eV

natural (NBO) population analysis, charges in e, atoms 1 to 2:
1 Os 0.790
2 C -0.200


No. 5
ORCA calculation (ωB97M-V with the def2-TZVPD basis set) on an isolated molecule of C6H12FN.

```
20
Properties=species:S:1:pos:R:3:forces:R:3
C 2.217258 -0.492292 0.505779 -0.328 0.380 1.283
C 0.957978 -0.401568 -0.321922 -0.174 -0.007 0.199
C -0.113944 -1.505644 -0.197569 -0.155 -0.181 0.487
C -1.198503 -0.413165 -0.272587 -0.052 0.140 0.079
C -0.117557 0.629020 0.117980 0.048 0.007 -0.380
C -0.144459 2.016037 -0.489990 0.224 0.062 0.578
H 1.975970 -0.609030 1.601390 0.141 0.066 -1.120
H 2.799748 0.430764 0.418355 0.059 -0.154 -0.050
H 2.829995 -1.332240 0.214581 0.225 -0.238 -0.177
H 1.188655 -0.239199 -1.372450 0.092 0.110 -0.149
H -0.140750 -2.303750 -0.938218 0.058 0.033 -0.026
H -0.108181 -1.942454 0.817074 -0.006 0.164 -0.402
H -1.486079 -0.223345 -1.321449 0.103 -0.043 0.142
H -2.965499 -1.260872 0.309047 0.221 0.188 0.091
H -2.859184 0.328672 0.676907 0.198 -0.244 -0.010
H -0.186520 1.953300 -1.573612 0.001 0.023 -0.109
H 0.772482 2.562282 -0.189228 -0.501 -0.209 -0.199
H -1.023852 2.568080 -0.121022 0.303 -0.121 -0.146
N -2.322189 -0.538720 0.634476 -0.421 0.025 -0.138
F -0.075363 0.774120 1.502450 -0.036 -0.002 0.046
```
Forces are in eV/Å.

Calculated values
total charge	0
orbital gap	10.220	eV
SMILES string	C[C@H]1C[C@@H](N)[C@@]1(C)F

natural (NBO) population analysis, charges in e, atoms 1 to 2:
1 C -0.610
2 C -0.242


Computed E_tot (eV) in order:
-32583.86433; -22503.78036; -20487.70048; -239057.72508; -10623.83355
Computed largest force on an atom (eV/Å) in order:
2.49; 3.42; 5.80; 1.77; 1.38